Entry 1:
The following is a quantum chemistry calculation of a single C3H7N3O2 molecule, from the Open Molecules 2025 dataset.

Geometry (Å):
H1 -0.20 -1.35 1.95
N1 -1.06 -1.18 1.26
C1 -0.71 -0.52 0.37
N2 -1.75 -0.23 -0.75
O1 -1.10 -0.11 -1.91
C2 0.47 0.40 0.31
C3 0.52 1.69 1.02
N3 1.57 0.04 -0.28
O2 1.50 -1.13 -1.25
H2 -2.80 -0.78 -0.77
H3 -0.77 -1.08 -2.26
H4 1.47 2.36 0.46
H5 0.86 1.42 2.20
H6 -0.58 2.09 0.98
H7 2.58 -1.63 -1.31

ΔE to the lowest compared entry with this formula, charge and spin   9.3578 eV
Gap between HOMO and LUMO   9.313 eV
Spin multiplicity   1
Charge   0
SMILES   [H]/N=C(NO)\C(C)=N/O


Entry 2:
The following is a quantum chemistry calculation of a molecular structure, C51H45F6HgN8O3P2Se2, from the Open Molecules 2025 dataset.

Geometry (Å):
Hg1 0.94 -1.07 -0.43
Se1 -2.26 1.27 5.61
P1 -0.75 2.10 4.39
C1 0.61 2.50 5.40
C2 1.21 1.47 6.22
C3 2.07 1.77 7.22
C4 2.52 3.05 7.41
C5 2.06 4.09 6.61
C6 1.19 3.88 5.60
C7 -1.38 3.62 3.44
C8 -1.87 4.65 3.97
C9 -2.27 5.86 3.15
C10 -1.97 5.91 1.73
C11 -1.54 4.76 1.14
C12 -1.28 3.54 1.87
C13 -0.25 0.99 3.07
C14 0.81 0.76 2.15
N1 0.32 -0.24 1.36
N2 -0.85 -0.62 1.79
N3 -1.23 0.12 2.78
P2 2.54 1.24 1.77
Se2 2.76 1.33 -0.29
C15 3.75 0.29 2.65
C16 4.93 -0.18 2.19
C17 5.77 -1.05 2.94
C18 5.23 -1.45 4.26
C19 4.14 -0.87 4.69
C20 3.29 -0.13 4.00
C21 2.67 2.91 2.49
C22 3.46 3.37 3.52
C23 3.72 4.69 3.61
C24 3.16 5.69 2.73
C25 2.19 5.28 1.73
C26 1.91 3.87 1.69
H1 0.61 0.61 6.01
H2 2.59 1.05 7.80
H3 3.45 3.34 8.03
H4 2.33 5.22 6.94
H5 0.87 4.62 4.79
H6 -2.36 5.01 5.00
H7 -3.02 6.84 3.61
H8 -2.60 6.90 1.45
H9 -1.30 4.51 0.12
H10 -1.50 2.44 1.99
H11 5.05 0.00 1.26
H12 6.47 -1.72 2.49
H13 5.69 -2.66 4.59
H14 3.74 -1.10 5.61
H15 2.42 0.06 4.24
H16 3.94 2.69 4.15
H17 4.77 5.03 3.95
H18 3.34 6.71 2.85
H19 1.45 5.99 1.39
H20 1.23 3.48 0.98
C27 -0.73 -4.96 -0.75
C28 -2.24 -5.16 -1.22
C29 -3.14 -4.72 -0.17
N4 -3.78 -4.26 0.72
H21 -0.13 -4.85 -1.55
H22 -0.44 -6.02 -0.11
H23 -0.68 -4.21 0.02
H24 -2.36 -6.26 -1.50
H25 -2.28 -4.47 -2.11
C30 -5.37 0.15 -2.75
N5 -4.79 -0.87 -1.93
C31 -5.11 -0.86 -0.49
C32 -3.87 -1.71 -2.41
O1 -3.08 -2.29 -1.67
N6 -3.80 -1.80 -3.85
C33 -2.53 -2.17 -4.42
C34 -4.90 -2.46 -4.54
H26 -5.24 1.05 -2.19
H27 -6.57 0.09 -2.75
H28 -4.84 0.07 -3.74
H29 -4.55 -0.32 -0.05
H30 -5.01 -1.69 -0.04
H31 -6.14 -0.60 -0.32
H32 -1.67 -1.95 -3.72
H33 -2.24 -1.30 -5.08
H34 -2.57 -3.22 -4.85
H35 -5.17 -1.98 -5.36
H36 -5.82 -2.54 -4.03
H37 -4.81 -3.49 -4.63
N7 -3.74 4.70 -4.02
C35 -3.14 3.88 -3.51
C36 -2.25 2.98 -3.11
C37 -2.30 2.24 -1.89
C38 -1.40 1.31 -1.50
N8 -0.31 0.96 -2.19
C39 -0.18 1.54 -3.37
C40 -1.12 2.40 -3.80
H38 -2.71 2.96 -0.83
H39 -1.42 0.75 -0.32
H40 0.79 1.18 -3.99
H41 -0.83 3.06 -4.69
F1 0.78 -4.18 -9.16
C41 1.35 -5.02 -8.35
F2 2.67 -5.27 -8.74
F3 0.71 -6.16 -8.44
C42 1.34 -4.20 -7.01
C43 2.11 -4.68 -6.07
C44 2.07 -4.13 -4.77
C45 1.35 -2.97 -4.59
C46 0.66 -2.28 -5.62
C47 0.61 -2.89 -6.96
C48 1.12 -2.32 -3.27
C49 1.19 -1.76 -2.22
H42 2.54 -5.83 -5.83
H43 2.14 -4.82 -3.68
H44 -0.13 -1.25 -5.55
H45 0.26 -2.37 -7.81
F4 3.64 -5.16 1.57
C50 2.56 -4.53 1.09
F5 1.51 -4.86 1.85
F6 2.36 -4.95 -0.16
C51 2.89 -2.98 0.94
O2 3.89 -2.68 0.30
O3 2.07 -2.30 1.49

ΔE to the lowest compared entry with this formula, charge and spin   19.5784 eV
Gap between HOMO and LUMO (spin up / spin down)   3.927 / 7.343 eV
Spin multiplicity   2
Charge   -2
⟨S²⟩   0.767


Entry 3:
The following is a quantum chemistry calculation of a single C4H2Cl2O2 molecule, from the Open Molecules 2025 dataset.

Geometry (Å):
C1 -1.50 0.92 0.35
C2 -0.33 0.89 -0.45
C3 1.16 -0.66 0.54
C4 0.13 -0.65 -0.46
O1 -2.62 0.98 0.60
O2 0.51 1.77 -0.64
Cl1 2.45 0.37 0.22
Cl2 -1.24 -1.71 -0.11
H1 1.04 -1.18 1.41
H2 0.38 -0.72 -1.45

ΔE to the lowest compared entry with this formula, charge and spin   0.3914 eV
Gap between HOMO and LUMO (spin up / spin down)   8.046 / 8.618 eV
Spin multiplicity   3
Charge   0
⟨S²⟩   2.017


Number 1: DFT total energy -11781.9554 eV. Number 2: DFT total energy -241411.1107 eV. Number 3: DFT total energy -33315.5336 eV.